Here is a structure of composition C48H47F2N4O4PPbS at a distorted geometry from the Open Molecules 2025 dataset. Energies are from wB97M-V/def2-TZVPD.

XYZ file:
```
108
Properties=species:S:1:pos:R:3:forces:R:3
Pb 0.204465 0.333185 0.685335 -0.09 0.60 -0.11
C -0.219461 -0.258997 4.954112 -0.02 -0.03 -0.02
O -1.584859 0.071837 5.175048 0.00 0.16 0.03
C -2.402070 0.573075 4.200932 0.19 -0.08 -0.03
C -3.725909 0.689030 4.575260 -0.06 -0.03 -0.05
C -4.689523 1.184440 3.699960 -0.05 -0.07 0.13
C -4.320680 1.518965 2.422795 -0.05 -0.04 -0.17
C -2.987628 1.391357 1.998692 0.02 -0.08 0.14
C -2.732797 1.714328 0.612406 -0.14 0.30 -0.12
N -1.644436 1.547020 -0.042733 0.46 -0.63 0.04
N -1.613199 1.964455 -1.349003 -0.24 0.53 -0.14
C -0.560327 1.566129 -2.011098 -0.14 -0.27 0.17
O 0.323732 0.725977 -1.597129 0.09 0.07 0.33
C -0.366052 2.172328 -3.358819 0.09 0.05 0.02
C -1.390196 2.868005 -3.997313 0.01 -0.03 0.00
C -1.151672 3.498597 -5.208123 0.01 -0.06 -0.02
C 0.111343 3.447089 -5.788029 -0.02 0.01 0.03
C 1.134000 2.757561 -5.152580 0.00 -0.05 -0.02
C 0.894528 2.116009 -3.944833 0.01 -0.06 -0.01
C -1.979222 0.984465 2.907102 0.07 0.05 0.06
O -0.693672 1.045218 2.611906 0.08 -0.27 -0.26
H 0.107602 -0.706801 5.890124 0.01 -0.03 0.01
H 0.380988 0.620761 4.736018 0.01 0.03 0.01
H -0.099982 -0.980796 4.146500 -0.04 -0.01 0.01
H -3.990298 0.373372 5.577285 0.02 0.04 -0.01
H -5.717405 1.279762 4.023400 0.02 0.01 -0.01
H -5.062411 1.877174 1.717950 0.04 -0.02 -0.02
H -3.561845 2.149741 0.054464 0.00 0.02 -0.01
H -2.362805 2.907833 -3.526671 0.01 0.02 -0.01
H -1.951927 4.034299 -5.703267 0.01 0.00 0.01
H 0.296551 3.947563 -6.730264 0.00 0.00 0.01
H 2.121379 2.720460 -5.597469 -0.01 -0.01 0.01
H 1.686610 1.583215 -3.432751 -0.03 0.02 -0.02
C 5.558163 -3.054882 -0.111983 -0.01 0.07 0.06
C 5.434695 -2.274235 1.174231 0.02 0.05 0.02
C 6.458964 -2.426004 2.110852 -0.02 -0.01 -0.01
C 6.446406 -1.781124 3.335943 0.00 -0.02 -0.01
C 5.387649 -0.949261 3.662235 -0.02 0.04 0.02
C 4.358751 -0.784457 2.752217 0.00 -0.11 -0.06
C 4.362725 -1.430105 1.509567 -0.14 0.05 0.18
P 2.910769 -0.974638 0.476280 0.74 -0.44 -0.09
C 2.585177 -2.465255 -0.548661 -0.20 -0.05 0.06
C 2.388213 -3.567292 0.295647 0.01 0.02 -0.13
C 1.963752 -4.788827 -0.191956 0.03 -0.03 0.04
C 1.724721 -4.929473 -1.549781 0.00 0.01 0.00
C 1.899934 -3.842932 -2.389170 0.01 -0.03 0.00
C 2.309141 -2.594556 -1.918853 0.15 0.09 0.03
C 2.433954 -1.461309 -2.904029 -0.12 -0.06 0.14
C 3.569945 0.456109 -0.443767 -0.25 0.01 -0.11
C 4.625772 0.389991 -1.348408 0.09 0.10 0.11
C 4.950844 1.476062 -2.144000 0.02 -0.02 -0.08
C 4.168206 2.622153 -2.087353 0.00 -0.03 0.07
C 3.147081 2.715192 -1.157012 0.05 0.14 0.14
C 2.879347 1.673133 -0.267877 0.15 -0.06 -0.13
C 1.918456 1.889931 0.839499 -1.02 -0.88 -0.02
H 6.608889 -3.167571 -0.380388 0.00 0.01 0.02
H 5.034228 -2.589533 -0.941211 0.03 -0.01 -0.03
H 5.132946 -4.054220 0.007144 -0.01 0.01 -0.04
H 7.292116 -3.074428 1.862502 -0.02 0.01 -0.01
H 7.259289 -1.932802 4.034838 0.00 0.01 -0.02
H 5.355864 -0.443033 4.618452 0.00 0.00 -0.02
H 3.516771 -0.149265 3.006076 0.02 -0.02 0.04
H 2.564744 -3.456265 1.361170 -0.02 -0.02 -0.01
H 1.808154 -5.620431 0.484161 0.03 0.03 -0.01
H 1.397397 -5.880374 -1.951890 0.00 0.02 -0.01
H 1.716817 -3.966268 -3.451730 0.00 0.04 0.01
H 2.343095 -1.835018 -3.925268 -0.03 -0.01 0.01
H 3.394829 -0.961942 -2.821003 -0.01 0.01 -0.09
H 1.654696 -0.713529 -2.725052 0.05 0.02 -0.03
H 5.218214 -0.514276 -1.417829 -0.05 -0.02 -0.03
H 5.796358 1.421653 -2.818751 -0.05 -0.01 -0.01
H 4.371614 3.455264 -2.748434 -0.01 -0.01 0.01
H 2.557573 3.623388 -1.091130 0.05 -0.01 0.02
H 1.449385 2.869980 0.850165 0.03 -0.02 -0.01
H 2.283634 1.603036 1.823011 0.12 0.20 -0.01
F -0.264143 -2.329138 2.046015 0.07 -0.03 0.11
C -0.771623 -1.800146 0.906343 0.10 0.86 0.06
F -0.536135 -2.654297 -0.089796 0.15 -0.02 -0.16
H -1.846213 -1.645772 1.019758 -0.02 0.00 0.03
C 0.681492 -4.562355 -6.284920 0.03 0.12 -0.03
C 0.638507 -3.055166 -6.529345 -0.08 -0.21 0.12
C -0.706844 -2.446003 -6.168579 0.06 0.12 -0.02
N -0.889552 -2.442859 -4.715659 0.00 -0.05 -0.26
C -2.008942 -2.063932 -4.075875 0.00 0.16 0.21
S -1.977147 -1.376545 -2.573231 -0.14 -0.08 -0.10
N -3.219534 -2.223854 -4.744677 0.02 -0.05 -0.13
C -3.721639 -3.268163 -5.518287 0.08 0.03 0.08
O -4.760465 -3.115257 -6.119387 0.04 -0.01 -0.04
C -3.001828 -4.577936 -5.502765 -0.08 -0.15 0.13
C -2.409699 -5.071500 -4.343669 -0.02 -0.01 0.00
C -1.852291 -6.342448 -4.341238 -0.03 0.00 0.07
C -1.885890 -7.123830 -5.487376 0.00 0.06 -0.04
C -2.482196 -6.632706 -6.643552 0.00 -0.02 0.01
C -3.048885 -5.368747 -6.646488 -0.01 0.01 -0.06
H 1.681192 -4.957996 -6.469528 -0.03 -0.03 0.01
H -0.020187 -5.078169 -6.944330 0.03 0.00 0.06
H 0.400853 -4.797116 -5.256246 0.02 -0.03 -0.04
H 0.832263 -2.839103 -7.580997 0.06 0.03 0.01
H 1.424532 -2.562347 -5.947968 0.01 0.08 -0.08
H -1.498275 -3.026018 -6.638615 0.03 0.04 -0.03
H -0.767074 -1.420932 -6.547087 -0.05 0.03 0.03
H -0.058693 -2.244938 -4.175397 0.00 -0.01 0.06
H -3.920434 -1.549602 -4.476421 -0.06 -0.01 0.03
H -2.406314 -4.482622 -3.433318 0.02 -0.01 -0.04
H -1.397198 -6.719907 -3.433328 -0.03 -0.02 -0.03
H -1.454673 -8.117191 -5.479005 0.00 0.02 -0.01
H -2.514023 -7.239093 -7.540037 0.00 0.00 0.03
H -3.538657 -4.980199 -7.530993 -0.01 -0.02 0.02
```
Positions in Å, forces in eV/Å.

Results
Kohn-Sham gap: 6.779 eV
Total charge: 0
Energy above the lowest of the compared OMol25 structures with the same formula, charge and spin: 0.000 eV
LUMO energy: -0.58 eV
HOMO energy: -0.2705 Eh